Entry 1:
Formula: C15H42NO16S3V
Source: the OMol25 dataset
Level of theory: the ωB97M-V functional and the def2-TZVPD basis

Its highest occupied orbital energy is -0.2690 hartree. As for the spin multiplicity: 1. The value obtained for the total energy is -3993.30894 hartree. The frontier orbital gap comes out at 2.904 eV.

Each line ends with the Löwdin charge.
CARTESIAN COORDINATES (ANGSTROEM)
O 12.85 19.46 -13.28  -0.359
V 12.29 17.96 -13.47  1.115
O 12.59 17.42 -14.92  -0.347
C 12.46 18.18 -7.31  -0.113
C 13.06 16.88 -7.72  -0.613
C 12.94 15.92 -6.51  -0.067
O 12.72 16.38 -8.98  -0.171
H 12.92 18.65 -6.43  0.079
H 11.39 18.03 -7.20  0.073
H 12.42 18.94 -8.08  0.068
H 14.10 17.21 -7.73  0.128
H 11.95 15.50 -6.34  0.074
H 13.23 16.42 -5.58  0.065
H 13.73 15.17 -6.60  0.067
C 19.39 14.99 -5.52  -0.150
O 19.91 15.37 -6.82  -0.129
H 20.02 14.63 -4.71  0.076
H 18.92 15.91 -5.15  0.068
H 18.60 14.24 -5.50  0.068
H 19.20 15.60 -7.41  0.067
C 19.65 21.01 -6.62  -0.161
O 20.96 20.97 -6.05  -0.122
H 19.44 20.16 -7.27  0.078
H 18.93 21.24 -5.84  0.070
H 19.46 21.92 -7.19  0.068
H 21.25 20.05 -6.06  0.067
O 15.92 6.64 -3.68  -0.303
S 15.09 7.81 -3.53  0.694
O 15.55 9.14 -4.02  -0.326
O 13.61 7.41 -4.20  -0.267
C 12.63 8.44 -4.35  -0.290
C 11.20 7.96 -4.62  -0.063
C 14.78 7.96 -1.65  -0.077
H 12.86 9.09 -5.18  0.117
H 12.70 9.03 -3.43  0.107
H 10.85 7.35 -3.79  0.074
H 11.27 7.41 -5.56  0.079
H 10.40 8.69 -4.75  0.080
H 13.99 7.21 -1.62  0.053
H 14.40 8.96 -1.43  0.056
H 15.69 7.77 -1.08  0.066
O 11.25 15.36 2.21  -0.316
S 10.52 14.70 1.10  0.744
O 11.18 13.80 0.13  -0.311
O 9.05 14.04 1.62  -0.273
C 8.40 14.74 2.65  -0.335
C 6.96 14.63 2.33  -0.080
C 9.73 16.11 0.10  -0.094
H 8.85 15.73 2.71  0.107
H 8.47 14.21 3.60  0.125
H 6.62 13.61 2.17  0.090
H 6.67 15.32 1.54  0.081
H 6.34 14.88 3.19  0.083
H 10.57 16.58 -0.41  0.058
H 9.27 16.83 0.78  0.054
H 9.04 15.78 -0.69  0.065
O 8.75 23.02 -4.37  -0.309
S 7.43 22.78 -5.03  0.690
O 6.34 23.70 -4.84  -0.301
O 7.71 22.81 -6.65  -0.273
C 6.64 22.69 -7.59  -0.305
C 7.05 21.81 -8.71  -0.074
C 6.78 21.02 -4.80  -0.087
H 6.31 23.69 -7.87  0.128
H 5.78 22.24 -7.10  0.102
H 6.24 21.66 -9.43  0.086
H 7.22 20.81 -8.32  0.078
H 7.97 22.14 -9.18  0.087
H 6.67 20.72 -3.76  0.067
H 7.45 20.35 -5.33  0.061
H 5.85 20.97 -5.36  0.049
C 17.11 11.63 -10.74  0.033
N 17.18 10.98 -12.05  -0.484
O 16.14 10.60 -12.55  0.055
O 18.27 10.86 -12.51  0.089
H 16.99 12.71 -10.85  0.108
H 18.05 11.37 -10.25  0.098
H 16.36 11.07 -10.19  0.101

=====

Entry 2:
Formula: C15H42O9
Source: the OMol25 dataset
Level of theory: the ωB97M-V functional and the def2-TZVPD basis

Its highest occupied orbital energy is -0.3480 hartree. As for the structure (SMILES): CC(C)O.CC(C)O.CC(C)O.OCCO.OCCO.OCCO. As for the spin multiplicity: 1. The value obtained for the total energy is -1273.51139 hartree. The frontier orbital gap comes out at 9.768 eV. The value obtained for the relative energy (zero: lowest compared OMol25 entry of this formula, charge and spin) is 6.747 eV.

Each line ends with the Löwdin charge.
CARTESIAN COORDINATES (ANGSTROEM)
C -0.41 0.01 -1.62  -0.036
C -0.66 0.21 -0.11  -0.408
C 0.58 -0.24 0.64  -0.033
O -0.93 1.61 0.15  0.003
H -1.29 0.51 -2.07  0.076
H -0.20 -1.01 -1.78  0.060
H 0.27 0.76 -2.18  0.111
H -1.43 -0.38 0.21  0.101
H 1.31 0.39 0.24  0.055
H 0.82 -1.35 0.59  0.092
H 0.48 -0.01 1.63  0.044
H -1.62 1.83 -0.29  -0.064
C -1.77 -1.47 4.02  -0.045
C -1.04 -2.83 4.04  -0.522
C -0.06 -2.90 2.92  -0.062
O -0.62 -2.98 5.39  0.003
H -2.58 -1.74 4.66  0.068
H -1.96 -1.11 3.03  0.084
H -1.19 -0.96 4.73  0.066
H -1.99 -3.47 3.93  0.146
H 0.42 -4.01 3.08  0.139
H 0.40 -2.02 3.05  0.021
H -0.32 -2.73 1.83  0.086
H -0.15 -3.75 5.44  0.030
C -4.68 2.20 -0.64  -0.065
C -3.92 3.43 -1.00  -0.454
C -3.36 4.24 0.24  -0.041
O -2.76 3.02 -1.78  -0.098
H -4.83 1.61 -1.55  0.085
H -5.75 2.43 -0.36  0.104
H -4.15 1.65 0.08  0.057
H -4.57 4.17 -1.45  0.126
H -2.75 3.73 0.99  0.077
H -4.21 4.77 0.73  0.088
H -2.75 5.04 -0.06  0.046
H -2.98 3.07 -2.77  0.136
O 1.83 5.18 -1.26  -0.008
C 1.06 4.65 -0.25  -0.277
C 1.73 3.73 0.70  -0.237
O 0.90 3.31 1.81  -0.110
H 1.34 5.66 -1.79  -0.002
H 0.65 5.52 0.37  0.147
H 0.31 4.17 -0.89  0.120
H 2.57 4.23 1.16  0.116
H 1.99 2.74 0.24  0.122
H 0.18 2.69 1.47  0.076
O 3.50 -2.07 -2.98  -0.001
C 3.11 -0.78 -2.72  -0.264
C 3.75 0.34 -3.60  -0.206
O 3.03 1.50 -3.27  0.012
H 3.42 -2.41 -2.12  0.030
H 2.06 -0.27 -2.87  0.124
H 3.09 -0.62 -1.72  0.074
H 3.62 -0.01 -4.58  0.099
H 4.81 0.54 -3.61  0.115
H 3.45 1.97 -2.72  -0.034
O 2.11 -3.47 -0.43  -0.145
C 1.11 -4.40 -0.33  -0.347
C 1.46 -5.79 -0.87  -0.296
O 0.34 -6.63 -0.77  -0.056
H 2.99 -3.93 0.14  0.226
H 0.95 -4.43 0.72  0.079
H 0.28 -4.06 -1.11  0.175
H 2.54 -6.17 -0.46  0.157
H 1.82 -5.43 -1.89  0.124
H 0.60 -7.48 -0.33  0.112

=====

Entry 3:
Formula: C15H44ClO7PS6
Source: the OMol25 dataset
Level of theory: the ωB97M-V functional and the def2-TZVPD basis

Its highest occupied orbital energy is -0.2951 hartree. As for the spin multiplicity: 1. The value obtained for the total energy is -4314.97710 hartree. The frontier orbital gap comes out at 8.424 eV. The value obtained for the relative energy (zero: lowest compared OMol25 entry of this formula, charge and spin) is 1.838 eV.

Each line ends with the Löwdin charge.
CARTESIAN COORDINATES (ANGSTROEM)
C -0.23 -1.89 -3.53  -0.110
C -0.64 -2.94 -2.33  -0.247
O 0.57 -3.22 -1.53  -0.352
C 0.45 -2.74 -0.15  -0.446
P 2.18 -1.96 0.28  0.566
Cl 3.53 -3.08 -0.99  0.037
H 0.01 -2.51 -4.52  0.058
H 0.73 -1.25 -3.30  0.081
H -1.10 -1.13 -3.80  0.087
H -1.57 -2.62 -1.70  0.118
H -0.94 -3.96 -2.87  0.116
H 0.38 -3.71 0.55  0.101
H -0.43 -2.00 0.05  0.100
H 2.12 -0.58 -0.12  -0.114
C -0.51 2.69 2.34  -0.257
S 0.71 1.99 1.20  0.807
O 1.21 0.72 1.81  -0.623
C 1.96 3.26 1.48  -0.258
H -1.39 2.03 2.36  0.042
H -0.09 2.76 3.35  0.023
H -0.82 3.68 1.99  0.054
H 2.23 3.30 2.54  0.028
H 1.58 4.23 1.16  0.057
H 2.85 3.01 0.89  0.052
C 6.93 -3.70 -4.33  -0.274
S 6.79 -2.24 -3.26  0.785
O 7.60 -1.14 -3.88  -0.565
C 7.77 -2.92 -1.89  -0.275
H 6.42 -3.48 -5.27  0.049
H 7.99 -3.91 -4.53  0.054
H 6.46 -4.55 -3.84  0.051
H 8.77 -3.18 -2.25  0.055
H 7.27 -3.80 -1.49  0.049
H 7.85 -2.16 -1.11  0.050
C -5.09 0.26 3.17  -0.269
S -5.23 1.71 4.24  0.819
O -4.43 2.81 3.61  -0.567
C -4.25 1.03 5.60  -0.268
H -5.60 0.47 2.22  0.051
H -4.04 0.04 2.97  0.055
H -5.56 -0.60 3.65  0.053
H -3.25 0.77 5.25  0.055
H -4.75 0.15 6.00  0.052
H -4.17 1.79 6.38  0.052
C 3.79 2.11 6.04  -0.265
S 2.39 1.63 5.01  0.817
O 1.47 2.82 4.92  -0.562
C 1.67 0.47 6.19  -0.258
H 4.37 2.87 5.51  0.051
H 3.44 2.52 6.99  0.056
H 4.42 1.23 6.22  0.054
H 1.44 0.99 7.13  0.057
H 2.36 -0.35 6.37  0.055
H 0.74 0.07 5.77  0.050
C -2.47 -5.70 -6.95  -0.272
S -1.19 -4.49 -6.52  0.828
O -1.59 -3.85 -5.22  -0.571
C -1.59 -3.33 -7.85  -0.267
H -2.44 -6.51 -6.22  0.051
H -3.46 -5.23 -6.92  0.057
H -2.27 -6.10 -7.95  0.051
H -2.63 -3.00 -7.76  0.058
H -1.42 -3.80 -8.81  0.052
H -0.93 -2.46 -7.75  0.052
C -4.36 4.64 1.06  -0.288
S -4.94 5.53 -0.41  0.804
O -3.78 5.62 -1.36  -0.567
C -5.11 7.14 0.40  -0.278
H -4.15 3.61 0.79  0.047
H -3.45 5.11 1.45  0.056
H -5.14 4.66 1.83  0.041
H -4.15 7.45 0.82  0.056
H -5.87 7.07 1.18  0.050
H -5.43 7.87 -0.35  0.048

=====

Entry 4:
Formula: C15H44F3N3O11S
Source: the OMol25 dataset
Level of theory: the ωB97M-V functional and the def2-TZVPD basis

Its highest occupied orbital energy is -0.3191 hartree. As for the spin multiplicity: 1. The value obtained for the total energy is -2287.45525 hartree. The frontier orbital gap comes out at 8.789 eV. The value obtained for the relative energy (zero: lowest compared OMol25 entry of this formula, charge and spin) is 3.230 eV.

Each line ends with the Löwdin charge.
CARTESIAN COORDINATES (ANGSTROEM)
N -1.05 -0.08 0.37  0.297
H -0.80 0.84 0.02  0.064
H -1.61 -0.62 -0.27  0.070
H -1.44 -0.02 1.29  0.040
H -0.15 -0.53 0.45  0.061
C -1.68 -1.11 5.43  -0.636
F -0.39 -0.92 5.65  0.117
F -1.89 -2.32 4.81  0.090
F -2.32 -1.04 6.56  0.168
S -2.25 0.38 4.24  0.575
O -1.59 0.23 2.92  -0.384
O -3.71 0.24 4.18  -0.348
O -1.88 1.62 4.98  -0.344
C -3.23 -1.63 -2.56  -0.229
C -3.22 -0.17 -2.95  -0.244
O -4.42 0.29 -2.42  -0.057
O -2.62 -1.75 -1.28  -0.072
H -2.69 -2.12 -3.36  0.110
H -4.22 -2.09 -2.61  0.134
H -3.19 0.05 -4.02  0.125
H -2.39 0.43 -2.57  0.110
H -4.30 0.04 -1.50  0.051
H -2.73 -2.68 -1.10  0.110
C -4.12 2.45 0.67  -0.194
C -5.05 1.20 0.77  -0.237
O -4.28 0.09 1.15  -0.071
O -3.46 2.91 1.89  -0.083
H -4.66 3.33 0.31  0.113
H -3.28 2.10 0.07  0.093
H -5.53 1.04 -0.20  0.106
H -5.80 1.37 1.53  0.126
H -4.13 0.24 2.09  0.035
H -2.69 3.44 1.72  0.074
C 2.03 -1.07 3.11  -0.211
C 3.43 -1.21 3.64  -0.201
O 3.91 0.10 4.04  -0.079
O 1.95 0.04 2.18  -0.090
H 1.29 -0.85 3.88  0.109
H 1.80 -1.99 2.57  0.114
H 4.10 -1.48 2.82  0.111
H 3.58 -1.91 4.47  0.126
H 4.08 0.56 3.22  0.065
H 2.11 0.82 2.72  0.080
C 0.89 -1.36 -2.94  -0.032
C 1.44 -2.31 -1.75  -0.357
C 2.93 -2.77 -1.97  -0.159
O 3.67 -3.27 -0.83  -0.226
C 5.07 -3.56 -0.98  -0.081
N 1.09 -1.58 -0.54  0.047
H -0.14 -1.26 -2.59  0.046
H 0.76 -1.84 -3.91  0.075
H 1.19 -0.32 -3.04  0.051
H 0.76 -3.16 -1.87  0.124
H 3.42 -1.81 -2.13  0.105
H 3.02 -3.40 -2.85  0.125
H 5.17 -4.31 -1.77  0.082
H 5.47 -3.83 0.00  0.091
H 5.57 -2.69 -1.41  0.076
H 1.67 -0.77 -0.67  0.057
H 1.52 -2.07 0.23  0.076
C -0.30 3.59 -2.92  -0.035
C 0.46 2.53 -2.11  -0.453
C 1.98 2.59 -1.99  -0.165
O 2.36 1.38 -1.26  -0.245
C 3.80 1.30 -0.93  -0.051
N -0.10 2.45 -0.78  0.045
H 0.16 4.57 -2.83  0.082
H -1.33 3.58 -2.57  0.082
H -0.33 3.34 -3.98  0.079
H 0.31 1.55 -2.57  0.109
H 2.32 3.49 -1.48  0.127
H 2.44 2.57 -2.98  0.130
H 4.19 2.29 -0.68  0.089
H 4.38 0.86 -1.74  0.078
H 3.96 0.52 -0.19  0.075
H -0.01 3.44 -0.60  0.092
H 0.69 2.06 -0.28  0.065

=====

Q: Look up the spin multiplicity of the third one.
A: 1